Record 1
Density functional theory data (the ωB97M-V functional and the def2-TZVPD basis) for a cluster of 2 separate species, C16H17N in total in a non-equilibrium geometry.

Each line ends with the Löwdin spin population.
Geometry (Å):
C 2.1754 -2.6353 3.0609  0.04
C -0.2429 -3.1404 0.2967  0.05
C 0.2863 -2.3204 1.3168  0.02
C 1.2936 -3.0631 1.9528  0.23
C 1.2555 -4.3667 1.3761  0.22
C -1.4867 -1.3256 -0.5677  0.14
C -1.1021 -2.6668 -0.6558  0.04
C -0.9977 -0.5005 0.4575  -0.01
C -0.1028 -0.9627 1.3856  0.12
N 0.3754 -4.3960 0.3847  0.13
H -2.1330 -0.8664 -1.3059  0.01
H -1.4855 -3.2528 -1.4751  0.00
H -1.2233 0.5524 0.4187  0.00
H 0.2955 -0.3124 2.1485  0.01
H 0.1194 -5.3052 0.0249  0.00
H 1.8542 -5.2312 1.6400  0.01
H 1.5662 -2.1769 3.8407  0.01
H 2.8836 -1.8633 2.7784  0.01
H 2.6802 -3.4880 3.4990  0.00
C -0.9699 5.1277 -0.5063  0.00
C 1.1101 2.1289 -1.6119  0.00
C 0.7415 3.3515 -1.0453  0.00
C 0.1670 1.3528 -2.2432  0.00
C -0.5838 3.7539 -1.0007  0.00
C -1.1573 1.7997 -2.2866  0.00
C -1.5424 2.9419 -1.6099  0.00
H 2.1262 1.7833 -1.4981  0.00
H 1.5414 3.9552 -0.6235  0.00
H 0.3354 0.3570 -2.6429  0.00
H -1.9266 1.1956 -2.7602  0.00
H -0.1029 5.6880 -0.1752  0.00
H -1.6867 5.0417 0.3067  0.00
H -2.6003 3.1563 -1.5833  0.00
H -1.4631 5.6876 -1.2964  0.00

Frontier orbital gap (spin up / spin down): 7.83 / 4.56 eV
ΔE to the lowest compared entry with this formula, charge and spin: 0.0 kJ/mol
Charge: +1
⟨S²⟩: 0.774
2S+1: 2

Record 2
Density functional theory data (the ωB97M-V functional and the def2-TZVPD basis) for a structure of composition C16H17N4O2Sr.

Each line ends with the Löwdin charge.
Geometry (Å):
Sr -0.1658 -0.8517 -0.7371  1.53
C 0.3608 -3.6840 0.4848  -0.12
C 1.6116 -3.3046 -0.0008  -0.11
C 1.8176 -3.1570 -1.3692  -0.10
C 0.7734 -3.4040 -2.2550  -0.10
C -0.4707 -3.8081 -1.7741  -0.11
C -0.6803 -3.9426 -0.4040  -0.12
H 0.2075 -3.8078 1.5493  0.12
H 2.4300 -3.1306 0.6863  0.12
H 2.7774 -2.8320 -1.7457  0.13
H 0.9378 -3.2890 -3.3180  0.12
H -1.2731 -4.0282 -2.4670  0.12
H -1.6406 -4.2728 -0.0285  0.12
N -0.8743 -0.1082 -3.2288  -0.07
N 0.0307 0.9901 -3.3962  -0.04
C 1.4003 0.7800 -2.9752  -0.75
O 2.2282 1.4991 -3.4841  0.07
O 1.5454 -0.1271 -2.0767  -0.28
H -0.7248 -0.8049 -3.9583  0.09
H -1.8099 0.2570 -3.3797  0.09
H 0.0094 1.3926 -4.3248  0.13
N 0.9642 -0.2627 1.6822  0.02
C 0.2817 0.7979 2.3747  -0.25
C 0.2914 0.9021 3.7374  -0.01
C -0.3514 1.9769 4.3859  -0.05
C -0.9549 2.9599 3.6560  -0.02
C -0.9797 2.8789 2.2447  -0.14
C -1.5591 3.8790 1.4290  0.02
C -1.5432 3.7387 0.0719  -0.02
C -0.9955 2.5661 -0.4800  -0.11
N -0.4625 1.6021 0.2396  0.01
C -0.4009 1.7674 1.5960  -0.18
H 1.2854 -0.9542 2.3495  0.09
H 1.7938 0.1149 1.2246  0.11
H 0.8223 0.1647 4.3281  0.12
H -0.3277 2.0280 5.4656  0.12
H -1.4149 3.8117 4.1397  0.12
H -1.9976 4.7509 1.8984  0.13
H -1.9528 4.4925 -0.5846  0.12
H -0.9892 2.4187 -1.5559  0.10

Frontier orbital gap: 8.76 eV
ΔE to the lowest compared entry with this formula, charge and spin: 0.0 kJ/mol
Charge: +1

Record 3
Density functional theory data (the ωB97M-V functional and the def2-TZVPD basis) for a structure of composition C16H17N7O4STl in a non-equilibrium geometry.

Each line ends with the natural charge from an NBO analysis.
Geometry (Å):
Tl 1.0859 -2.7271 1.4980  0.86
O -2.4317 -2.6645 4.3537  -0.65
C -1.7297 -2.4521 3.3806  0.75
O -0.5544 -1.9947 3.2804  -0.85
C -2.4357 -2.8154 2.0040  0.10
C -3.7427 -3.2998 1.9939  -0.19
C -4.3500 -3.5215 0.7709  -0.17
C -3.6461 -3.2814 -0.4035  -0.19
C -2.3402 -2.8441 -0.2992  0.04
N -1.7629 -2.6127 0.8883  -0.48
C -1.5171 -2.4382 -1.4730  0.77
O -1.9709 -1.9805 -2.4938  -0.57
O -0.2083 -2.5343 -1.2204  -0.70
H -4.2464 -3.4795 2.9321  0.26
H -5.3712 -3.8749 0.7219  0.23
H -4.0874 -3.4456 -1.3762  0.24
N 3.4676 1.4044 0.3088  -0.50
C 4.3645 0.5698 0.9131  -0.07
C 3.6335 -0.4761 1.3835  -0.08
N 2.3078 -0.2974 1.0768  -0.50
C 2.2378 0.8456 0.4241  0.32
C 1.0045 1.5345 -0.0960  -0.09
N -0.5314 1.2012 2.1211  -0.43
C 0.0794 2.2747 2.5689  -0.09
C 0.6995 3.1638 1.7003  0.16
N 0.9300 2.8790 0.4189  -0.50
H 3.6948 2.2520 -0.1835  0.43
H 5.4142 0.7917 0.9651  0.24
H 3.9525 -1.3418 1.9362  0.23
H -0.0649 2.5266 3.6097  0.25
H 0.8919 4.1852 1.9989  0.25
H 1.0266 3.6430 -0.2359  0.44
C 1.6326 0.3125 -3.5750  -0.47
N 1.5544 0.4689 -2.1345  -0.48
C 0.9360 1.4626 -1.6229  0.40
S -0.4627 0.5707 0.7036  0.87
N 0.3214 2.4346 -2.3461  -0.62
C -0.6554 3.4351 -1.9313  -0.42
H 2.2262 -0.5757 -3.7772  0.23
H 2.1336 1.1667 -4.0405  0.20
H 0.6405 0.1895 -4.0208  0.20
H 0.3280 -1.9922 -1.8571  0.51
H 0.3077 2.2362 -3.3350  0.42
H -1.2019 3.1200 -1.0438  0.20
H -1.3726 3.5724 -2.7367  0.24
H -0.1871 4.4088 -1.7507  0.19

Frontier orbital gap: 4.93 eV
ΔE to the lowest compared entry with this formula, charge and spin: 356.3 kJ/mol
Charge: +1

Record 4
Density functional theory data (the ωB97M-V functional and the def2-TZVPD basis) for a cluster of 2 separate species, C16H17NO in total in a non-equilibrium geometry.

Each line ends with the natural charge from an NBO analysis.
Geometry (Å):
C -0.6752 0.5793 -3.9837  -0.63
C 0.7058 1.3479 -1.9126  -0.03
C 0.0066 1.6164 -3.1533  -0.10
C 1.2070 2.5694 -1.4338  0.11
C 0.0356 2.9615 -3.3106  -0.03
C 1.7381 0.2271 -0.1000  -0.24
C 2.1999 1.4532 0.3840  -0.22
C 0.9235 0.1550 -1.2299  -0.22
C 1.9502 2.6475 -0.2617  -0.23
N 0.7086 3.5663 -2.2548  -0.54
H 1.7551 -0.6403 0.5457  0.22
H 2.8425 1.4318 1.2559  0.21
H 0.6141 -0.8407 -1.5158  0.23
H 2.1985 3.6084 0.1783  0.21
H -0.7902 -0.3546 -3.4224  0.22
H -0.0540 0.2558 -4.8280  0.22
H -0.4559 3.5545 -4.0736  0.21
H 1.2305 4.4162 -2.4160  0.40
H -1.6718 0.8718 -4.2988  0.22
C -0.9218 -1.0362 4.8460  -0.62
C -1.0737 -1.2063 1.0582  -0.28
C -1.0885 -2.5772 0.8402  0.35
C -0.9108 -0.7442 2.3545  -0.18
C -0.9211 -1.6026 3.4486  -0.05
C -1.0253 -3.4622 1.8953  -0.30
C -1.0848 -2.9547 3.1961  -0.19
O -1.0598 -3.0198 -0.4770  -0.70
H -1.3465 -0.5108 0.2743  0.23
H -0.8714 0.3311 2.4942  0.21
H -0.8876 -4.5280 1.7500  0.22
H -1.6494 -3.7841 -0.5417  0.48
H 0.0239 -1.2651 5.3442  0.22
H -1.7183 -1.4392 5.4770  0.22
H -1.0873 -3.6750 4.0107  0.21
H -0.9702 0.0480 4.8104  0.21

Frontier orbital gap: 8.63 eV
ΔE to the lowest compared entry with this formula, charge and spin: 54.9 kJ/mol
SMILES: Cc1c[nH]c2ccccc12.Cc1ccc(O)cc1
Charge: 0

Record 5
Density functional theory data (the ωB97M-V functional and the def2-TZVPD basis) for a cluster of 2 separate species, C16H17NO4S2 in total in a non-equilibrium geometry.

Each line ends with the natural charge from an NBO analysis.
Geometry (Å):
C -4.5676 1.4329 -2.7673  -0.18
C -3.6812 1.8663 -1.7819  -0.17
C -2.7760 0.9503 -1.2535  -0.33
C -2.7247 -0.3605 -1.6862  -0.22
C -3.6094 -0.7970 -2.6730  -0.21
C -4.5244 0.1081 -3.2104  -0.19
S -1.4752 -1.4032 -0.8945  2.16
O -2.1032 -2.2254 0.1213  -0.90
O -0.5982 -1.9920 -1.8831  -0.91
C -0.6308 -0.0622 -0.0910  -0.66
C 0.6696 -0.1519 0.2693  -0.05
C 1.3744 0.9531 0.8647  -0.12
C 0.8213 1.6846 1.9400  -0.19
C 1.4340 2.8607 2.3551  -0.19
C 2.5879 3.3217 1.7111  -0.19
C 3.1876 2.5480 0.7010  -0.23
C 2.6011 1.3483 0.3086  -0.13
S -1.5411 1.4684 -0.0613  2.18
O -0.7980 2.5427 -0.6815  -0.90
O -2.1909 1.6268 1.2207  -0.91
H -5.2802 2.1508 -3.1725  0.23
H -3.6683 2.8848 -1.4049  0.24
H -3.5551 -1.8321 -2.9936  0.24
H -5.2130 -0.2213 -3.9837  0.23
H 1.2315 -1.0318 -0.0194  0.27
H -0.0786 1.3144 2.4411  0.24
H 0.9703 3.4266 3.1713  0.22
H 3.0201 4.2811 1.9966  0.22
H 4.0976 2.8799 0.2027  0.22
H 2.9900 0.7434 -0.5147  0.21
C 1.6042 -3.0631 2.1261  -0.41
N 1.9856 -2.7246 0.7668  -0.65
C 3.3741 -2.9596 0.4112  -0.41
H 0.5405 -2.8165 2.2651  0.21
H 1.7580 -4.1373 2.3478  0.17
H 2.2094 -2.4732 2.8318  0.19
H 1.3408 -3.1060 0.0784  0.37
H 3.5297 -2.6619 -0.6345  0.20
H 4.0233 -2.3504 1.0553  0.19
H 3.6644 -4.0224 0.5212  0.17

Frontier orbital gap: 8.40 eV
ΔE to the lowest compared entry with this formula, charge and spin: 286.6 kJ/mol
SMILES: O=S1(=O)C(=Cc2ccccc2)S(=O)(=O)c2ccccc21.CNC
Charge: 0

Record 6
Density functional theory data (the ωB97M-V functional and the def2-TZVPD basis) for a structure of composition C16H17NO5RuS in a non-equilibrium geometry.

Each line ends with the Löwdin spin population.
Geometry (Å):
Ru -0.5783 0.2011 0.7024  3.81
O 1.1768 -4.3937 -3.3264  0.00
C 0.8515 -3.4067 -2.4984  0.00
C 1.4991 -2.1617 -2.4940  0.00
C 1.0674 -1.2091 -1.6056  0.01
N 0.0729 -1.4331 -0.7544  0.13
C -0.5271 -2.6211 -0.7241  0.01
C -0.1829 -3.6357 -1.5777  0.00
C -1.5966 -2.7365 0.3813  0.01
O -2.2959 -3.7199 0.4098  0.04
O -1.5955 -1.7155 1.1740  0.20
C 1.6945 0.1823 -1.4739  0.01
O 2.5190 0.5381 -2.2840  0.03
O 1.2502 0.8384 -0.4498  0.18
H 1.8776 -4.1419 -3.9362  0.00
H 2.3225 -1.9281 -3.1573  0.00
H -0.6984 -4.5851 -1.5374  0.00
C -0.1917 3.6220 -1.1010  0.01
C -1.1293 2.7684 -0.3117  0.05
C -1.8607 1.7455 -0.9419  0.05
C -2.7813 0.9638 -0.2295  0.03
C -2.9442 1.1619 1.1490  0.04
C -2.1977 2.1548 1.7912  0.07
C -1.3086 2.9518 1.0664  0.07
H 0.1280 4.4906 -0.5298  0.00
H -0.6610 3.9554 -2.0262  0.00
H 0.6935 3.0392 -1.3712  0.00
H -1.7512 1.6095 -2.0106  0.00
H -3.4035 0.2506 -0.7533  0.00
H -3.6809 0.5916 1.6974  0.00
H -2.3400 2.3321 2.8491  0.00
H -0.7684 3.7447 1.5677  0.00
C 2.3204 1.3939 2.4010  0.02
S 0.8690 0.4152 2.8671  0.15
C 1.4991 -1.2604 2.5555  0.02
H 3.1942 0.9375 2.8605  0.00
H 2.1798 2.3984 2.7932  0.00
H 2.4223 1.4159 1.3189  0.00
H 1.8596 -1.3351 1.5303  0.00
H 0.6809 -1.9555 2.7326  0.00
H 2.3147 -1.4635 3.2468  0.01

Frontier orbital gap (spin up / spin down): 9.25 / 6.88 eV
ΔE to the lowest compared entry with this formula, charge and spin: 35.5 kJ/mol
Charge: +1
⟨S²⟩: 8.762
2S+1: 6